Entry 1:
Molecular formula: C11H16BBrF2NO5S2
Method: DFT, the ωB97M-V functional and the def2-TZVPD basis

## Properties
E_HOMO in eV: -5.380
LUMO energy in eV: 2.1
HOMO-LUMO gap in eV: 7.48
Net charge: -1

Positions of all 39 atoms, in Å:
C 0.70 1.24 4.31
C -0.60 1.11 3.28
C -2.01 0.58 3.99
C -3.42 0.42 3.15
C -3.36 0.83 1.54
C -1.94 1.32 0.82
C -0.55 1.46 1.67
C 0.86 1.95 0.98
B 1.25 0.99 -0.29
Br 2.63 1.77 -1.59
C 0.62 -0.50 -0.62
C 0.91 -1.64 0.51
C -0.51 -2.43 0.93
O -0.55 -2.64 2.39
H 1.23 2.26 4.01
H 0.24 1.40 5.39
H 1.43 0.32 4.25
H -2.00 0.30 5.14
H -4.43 0.08 3.67
H -4.36 0.77 0.92
H -1.99 1.59 -0.33
H 0.84 3.11 0.68
H 1.74 1.82 1.78
H -0.54 -0.49 -0.86
H 1.16 -0.87 -1.62
H 1.50 -1.28 1.45
H 1.58 -2.49 0.01
H -1.44 -1.78 0.65
H -0.59 -3.49 0.40
H -1.52 -2.87 2.57
N 0.85 -0.62 -4.81
S 1.23 -1.30 -6.17
O 2.60 -1.77 -6.33
O 0.58 -0.81 -7.38
F 0.47 -2.70 -5.98
S 1.54 0.79 -4.66
O 1.49 1.32 -3.30
O 1.30 1.78 -5.70
F 3.09 0.48 -4.82

Entry 2:
Molecular formula: C29H44N2
Method: DFT, the ωB97M-V functional and the def2-TZVPD basis

## Properties
E_HOMO in eV: -12.825
LUMO energy in eV: -7.5
HOMO-LUMO gap in eV: 5.34
Net charge: +2

Positions of all 75 atoms, in Å:
C 11.20 -3.05 2.86
C 11.10 -2.70 1.68
C 10.55 -2.57 0.22
N 9.32 -1.71 0.14
C 8.46 -1.49 1.22
C 7.20 -0.66 1.12
C 6.93 -0.06 -0.24
C 5.65 0.79 -0.53
C 4.50 0.05 -1.23
C 3.25 0.81 -1.49
N 3.07 2.18 -1.15
C 1.74 2.78 -1.49
C 0.81 3.06 -0.21
C -0.51 2.13 -0.22
C -1.80 2.92 0.33
C -2.86 1.86 0.91
C -2.47 1.60 2.43
C -3.61 0.94 3.32
C -4.49 -0.18 2.57
C -6.02 0.25 2.68
C -7.02 -0.86 2.08
C -6.79 -0.91 0.49
C -6.28 -2.38 0.14
C -5.82 -2.58 -1.38
C -5.09 -1.29 -2.00
C -4.75 -1.58 -3.55
C -6.13 -1.51 -4.35
C 4.12 2.87 -0.55
C 5.45 2.23 -0.20
C 7.87 -0.28 -1.42
C 9.08 -1.13 -1.13
H 11.15 -3.22 3.97
H 10.31 -3.58 -0.23
H 11.37 -2.12 -0.43
H 8.65 -1.96 2.23
H 6.48 -0.50 1.97
H 4.59 -1.03 -1.54
H 2.41 0.25 -2.01
H 1.17 2.02 -2.12
H 1.84 3.70 -2.16
H 1.38 2.94 0.77
H 0.41 4.12 -0.30
H -0.78 1.82 -1.29
H -0.36 1.17 0.37
H -1.42 3.64 1.12
H -2.26 3.47 -0.54
H -3.93 2.19 0.75
H -2.67 0.88 0.36
H -2.27 2.63 2.89
H -1.49 1.04 2.55
H -3.08 0.40 4.18
H -4.33 1.67 3.79
H -4.40 -1.15 3.17
H -4.15 -0.43 1.53
H -6.24 1.28 2.28
H -6.25 0.29 3.80
H -8.09 -0.70 2.39
H -6.66 -1.85 2.51
H -6.06 -0.09 0.24
H -7.77 -0.63 -0.01
H -5.49 -2.72 0.89
H -7.16 -3.08 0.30
H -6.67 -2.91 -2.07
H -5.04 -3.42 -1.41
H -5.76 -0.36 -1.96
H -4.11 -1.13 -1.47
H -4.23 -2.58 -3.59
H -4.04 -0.75 -3.87
H -6.97 -1.30 -3.60
H -6.38 -2.49 -4.88
H -6.10 -0.68 -5.11
H 4.02 3.96 -0.30
H 6.28 2.83 0.28
H 7.66 0.18 -2.43
H 9.77 -1.32 -2.01

Entry 3:
Molecular formula: C26H74O18
Method: DFT, the ωB97M-V functional and the def2-TZVPD basis

## Properties
Relative energy (zero: lowest compared OMol25 entry of this formula, charge and spin) in kcal per mole: 127.8
E_HOMO in eV: -9.533
LUMO energy in eV: 0.1
HOMO-LUMO gap in eV: 9.62
Net charge: 0

Positions of all 118 atoms, in Å:
C 7.36 3.67 5.62
C 6.16 2.77 5.98
C 4.91 3.59 6.32
O 5.88 1.92 4.92
H 8.28 3.09 5.53
H 7.52 4.46 6.35
H 7.30 4.22 4.68
H 6.31 2.04 6.78
H 5.08 4.20 7.21
H 4.08 2.95 6.62
H 4.50 4.29 5.59
H 5.53 1.17 5.40
C 1.70 -4.78 -0.74
C 1.65 -5.34 0.75
C 1.58 -4.20 1.74
O 0.48 -6.12 0.78
H 2.49 -4.05 -0.96
H 0.78 -4.21 -0.88
H 1.67 -5.69 -1.34
H 2.49 -6.01 0.92
H 2.24 -3.46 1.28
H 1.96 -4.35 2.75
H 0.53 -3.92 1.83
H -0.23 -5.73 0.27
C -0.82 0.14 0.38
C 0.34 0.75 1.17
C 1.69 0.95 0.47
O -0.08 2.08 1.53
H -1.01 0.80 -0.47
H -1.71 -0.04 0.98
H -0.67 -0.87 -0.01
H 0.55 0.12 2.04
H 2.10 0.09 -0.06
H 2.49 1.22 1.16
H 1.71 1.72 -0.31
H 0.69 2.34 2.05
C -4.94 -5.46 -2.43
C -4.87 -4.24 -1.46
C -6.13 -3.81 -0.79
O -4.01 -4.81 -0.49
H -5.30 -5.05 -3.38
H -5.65 -6.23 -2.12
H -4.02 -6.05 -2.51
H -4.45 -3.41 -2.02
H -6.85 -3.50 -1.56
H -5.97 -2.89 -0.23
H -6.62 -4.58 -0.20
H -4.25 -4.40 0.34
O -4.10 -3.86 4.29
C -3.93 -5.01 5.04
C -3.49 -4.57 6.52
O -4.61 -4.10 7.24
H -4.82 -3.36 4.69
H -4.88 -5.55 5.05
H -3.20 -5.70 4.62
H -2.76 -3.77 6.44
H -2.95 -5.36 7.03
H -4.25 -3.77 8.06
O -3.21 4.12 -0.22
C -2.82 5.52 -0.47
C -1.71 5.43 -1.55
O -2.38 5.78 -2.74
H -2.47 3.69 0.22
H -3.58 6.24 -0.79
H -2.41 5.95 0.45
H -1.17 4.49 -1.61
H -0.96 6.17 -1.27
H -2.95 5.04 -2.96
O -6.47 2.94 -3.06
C -6.41 3.12 -4.45
C -5.38 2.09 -5.09
O -4.10 2.30 -4.64
H -5.57 2.93 -2.73
H -7.40 2.96 -4.88
H -6.09 4.15 -4.57
H -5.34 2.21 -6.17
H -5.68 1.04 -4.99
H -3.49 1.60 -4.89
O 2.98 5.83 -5.34
C 3.37 4.47 -5.57
C 4.12 4.48 -6.85
O 3.29 4.73 -7.96
H 2.60 6.13 -6.17
H 3.99 4.11 -4.76
H 2.47 3.85 -5.61
H 4.64 3.54 -7.02
H 4.88 5.26 -6.81
H 3.77 5.08 -8.71
O 11.22 0.01 -0.07
C 9.89 0.43 -0.24
C 9.23 0.25 1.17
O 7.99 0.81 0.92
H 11.61 0.70 0.47
H 9.93 1.43 -0.66
H 9.40 -0.18 -1.00
H 9.69 0.91 1.92
H 9.14 -0.78 1.51
H 7.52 0.93 1.75
O -6.09 -0.26 4.03
C -5.56 0.90 4.66
C -4.24 0.64 5.41
O -4.66 0.04 6.63
H -6.72 0.09 3.40
H -5.36 1.61 3.86
H -6.31 1.32 5.33
H -3.59 1.46 5.73
H -3.71 -0.03 4.73
H -5.12 -0.78 6.41
O 0.44 -3.79 -7.33
C 0.29 -3.28 -6.05
C 0.75 -1.83 -5.86
O -0.09 -0.92 -6.66
H 1.35 -3.67 -7.63
H -0.70 -3.48 -5.65
H 0.91 -3.98 -5.50
H 1.80 -1.75 -6.14
H 0.79 -1.55 -4.81
H 0.25 -0.89 -7.55

Entry 4:
Molecular formula: C21H25BrN3O
Method: DFT, the ωB97M-V functional and the def2-TZVPD basis

## Properties
E_HOMO in eV: -10.577
LUMO energy in eV: -2.1
HOMO-LUMO gap in eV: 8.45
Net charge: +1

Positions of all 51 atoms, in Å:
C 1.64 -1.54 -1.02
O 1.63 -0.34 -0.27
C 1.26 -0.38 1.05
C 0.93 -1.54 1.73
C 0.56 -1.49 3.06
C 0.52 -0.28 3.72
Br 0.00 -0.19 5.55
C 0.84 0.89 3.05
C 1.22 0.85 1.72
C 1.60 2.13 1.01
N 0.95 2.22 -0.31
C 1.44 3.32 -1.17
C 0.64 3.29 -2.49
N 0.05 1.96 -2.60
C -0.32 1.53 -3.95
C -0.32 0.04 -4.04
C 0.75 -0.73 -4.42
N 0.41 -2.05 -4.37
C -0.89 -2.17 -3.97
C -1.68 -3.30 -3.78
C -2.98 -3.10 -3.37
C -3.49 -1.82 -3.17
C -2.72 -0.70 -3.35
C -1.39 -0.86 -3.75
C -1.04 1.83 -1.64
C -0.53 2.27 -0.26
H 2.36 -2.26 -0.62
H 0.64 -2.00 -1.06
H 1.93 -1.25 -2.03
H 0.96 -2.50 1.24
H 0.31 -2.40 3.59
H 0.80 1.83 3.57
H 1.32 3.00 1.61
H 2.68 2.15 0.85
H 1.16 1.33 -0.81
H 2.50 3.16 -1.35
H 1.31 4.27 -0.65
H -0.12 4.08 -2.50
H 1.31 3.46 -3.33
H 0.43 1.93 -4.64
H -1.30 1.93 -4.24
H 1.72 -0.42 -4.74
H 0.99 -2.82 -4.67
H -1.28 -4.28 -3.95
H -3.62 -3.96 -3.22
H -4.53 -1.71 -2.87
H -3.14 0.29 -3.21
H -1.91 2.43 -1.93
H -1.34 0.78 -1.63
H -0.89 1.61 0.52
H -0.83 3.29 -0.02

Entry 5:
Molecular formula: C4H32NO12
Method: DFT, the ωB97M-V functional and the def2-TZVPD basis

## Properties
Relative energy (zero: lowest compared OMol25 entry of this formula, charge and spin) in kcal per mole: 56.1
E_HOMO in eV: -12.888
LUMO energy in eV: -2.3
HOMO-LUMO gap in eV: 10.55
Net charge: +1

Positions of all 49 atoms, in Å:
C -1.83 0.31 -0.47
C -0.33 0.44 -0.09
C 0.00 0.02 1.33
C 1.31 0.23 1.84
O 2.24 0.84 1.31
N -1.97 -0.87 -1.41
H -2.55 0.18 0.41
H -2.15 1.31 -0.91
H 0.34 -0.13 -0.91
H 0.04 1.48 -0.34
H -0.69 0.63 2.06
H -0.51 -1.01 1.60
H 1.54 -0.14 2.86
H -1.86 -1.64 -0.67
H -1.19 -0.80 -2.01
H -2.80 -0.81 -1.94
H 0.19 -2.62 0.00
H 1.57 -2.44 0.33
O 0.98 -2.40 -0.44
H -1.41 -1.91 3.59
H -2.51 -1.01 3.01
O -1.94 -1.76 2.89
H 0.06 3.08 1.85
H -0.77 3.49 3.14
O -0.37 2.72 2.66
H 2.40 2.25 -2.93
H 2.37 1.05 -1.85
O 2.01 1.92 -2.08
H -1.74 -3.01 1.27
H -1.31 -4.22 0.47
O -1.37 -3.29 0.36
H -1.22 2.29 -3.06
H 0.22 2.23 -2.31
O -0.65 1.70 -2.59
H 2.08 3.88 0.88
H 1.36 2.58 0.40
O 1.33 3.50 0.63
H 0.68 -1.35 -3.47
H -0.22 -0.37 -3.99
O -0.30 -1.25 -3.60
H 3.73 -0.87 0.97
H 4.06 -2.57 1.14
O 3.49 -1.82 1.03
H 2.74 -1.49 -2.99
H 1.83 -1.66 -1.75
O 2.06 -1.07 -2.46
H -2.24 1.38 2.00
H -3.59 1.91 2.20
O -3.10 1.07 2.06

Entry 6:
Molecular formula: C5H8O
Method: DFT, the ωB97M-V functional and the def2-TZVPD basis

## Properties
Relative energy (zero: lowest compared OMol25 entry of this formula, charge and spin) in kcal per mole: 103.0
E_HOMO (spin up / spin down) in eV: -7.815 / -7.816
LUMO energy (spin up / spin down) in eV: -0.2 / -0.2
HOMO-LUMO gap (spin up / spin down) in eV: 7.66 / 7.66
Net charge: 0

Positions of all 14 atoms, in Å:
C -0.84 2.14 -0.48
O 0.51 1.73 -0.24
C 0.83 0.50 0.05
C 0.78 -1.88 0.67
C 0.10 -0.68 0.03
C -1.14 -0.67 -0.62
H -1.18 1.80 -1.45
H -0.82 3.23 -0.41
H -1.50 1.70 0.27
H 1.88 0.47 0.34
H 1.14 -2.62 -0.06
H 1.64 -1.59 1.29
H 0.08 -2.40 1.33
H -1.48 -1.72 -0.71